{"formula": "C34H76F6LiO24", "method": "wB97M-V/def2-TZVPD", "e_lumo_ev": 4.335, "fmax_ev_per_a": 9.3, "charge": -3, "homo_lumo_gap_ev": 3.22, "e_homo_ev": 1.11, "species": ["Li", "C", "C", "C", "O", "C", "C", "C", "O", "O", "O", "H", "H", "C", "O", "O", "C", "F", "F", "F", "C", "C", "H", "H", "H", "H", "H", "H", "C", "O", "O", "C", "F", "F", "F", "C", "C", "H", "H", "H", "H", "H", "H", "C", "O", "C", "C", "O", "C", "H", "H", "H", "H", "H", "H", "H", "H", "H", "H", "C", "O", "C", "C", "O", "C", "H", "H", "H", "H", "H", "H", "H", "H", "H", "H", "C", "O", "C", "C", "O", "C", "H", "H", "H", "H", "H", "H", "H", "H", "H", "H", "C", "O", "C", "C", "O", "C", "H", "H", "H", "H", "H", "H", "H", "H", "H", "H", "C", "O", "C", "C", "O", "C", "H", "H", "H", "H", "H", "H", "H", "H", "H", "H", "O", "H", "H", "O", "H", "H", "O", "H", "H", "O", "H", "H", "O", "H", "H", "O", "H", "H"], "positions_angstrom": [[0.091520, 2.670385, -2.820214], [2.440867, -0.262996, -4.303670], [2.434888, -1.470700, -4.772727], [1.588749, -1.860260, -5.964917], [1.463478, -3.103883, -6.371549], [0.916852, -0.970241, -6.735817], [0.972282, 0.492079, -6.309815], [1.617121, 0.810137, -4.840313], [1.447569, 1.986459, -4.467870], [0.508034, 1.416655, -6.995728], [3.242414, -2.250688, -4.183321], [2.950938, 0.054706, -3.406291], [0.396848, -1.190787, -7.656332], [1.302829, 1.523944, -0.829464], [0.158240, 1.092099, -1.552101], [1.655007, 2.786373, -1.361378], [1.078259, 1.348756, 0.736920], [1.801160, 2.158356, 1.472383], [-0.196023, 1.488644, 1.162515], [1.476471, 0.110886, 1.049358], [-0.333620, -0.222899, -1.411149], [-1.125913, -0.554262, -2.667132], [-1.493200, -1.580372, -2.649908], [-1.991343, 0.081101, -2.855433], [-0.453394, -0.482997, -3.521965], [-1.064682, -0.079439, -0.615489], [0.400914, -0.941227, -1.047061], [2.075417, 0.887238, -1.260524], [-1.515401, 5.157426, 0.493750], [-2.753968, 5.653000, -0.008372], [-0.605381, 6.133755, 0.038975], [-1.502314, 4.690571, 1.998469], [-2.457787, 3.800524, 2.345042], [-0.347841, 4.126419, 2.318675], [-1.737262, 5.752466, 2.828932], [-3.856713, 4.675884, -0.051208], [-4.928553, 5.338751, -0.920877], [-5.216606, 6.319135, -0.541441], [-4.653571, 5.423265, -1.972232], [-5.858205, 4.773402, -0.855825], [-4.345885, 4.614171, 0.920907], [-3.651454, 3.628060, -0.270324], [-1.450123, 4.200467, -0.024005], [4.505164, -0.401538, 8.006866], [4.125473, 0.777788, 7.404494], [2.763249, 1.228386, 7.480366], [2.584947, 2.741483, 7.056817], [2.535187, 2.966638, 5.660806], [1.432668, 2.373828, 5.062315], [5.589407, -0.480943, 8.085732], [3.975544, -1.126101, 7.388305], [4.053113, -0.571073, 8.984111], [2.474108, 1.194030, 8.530751], [2.156480, 0.556625, 6.873196], [3.564904, 3.149141, 7.305016], [1.957966, 3.346872, 7.711405], [1.539941, 2.831620, 4.078945], [0.489124, 2.689611, 5.507415], [1.425634, 1.287353, 4.974954], [3.645166, -0.381018, 3.687344], [4.583519, -1.076460, 2.865364], [5.208285, -2.333975, 3.104269], [5.509237, -2.498247, 4.637795], [6.468916, -1.518684, 5.050441], [7.391815, -1.895438, 6.015815], [3.152512, 0.518744, 3.318814], [4.191204, -0.045504, 4.569032], [2.865585, -1.001937, 4.128725], [6.137902, -2.282498, 2.537464], [4.596290, -3.124545, 2.670038], [5.943443, -3.495914, 4.702784], [4.634365, -2.341063, 5.268674], [8.027798, -2.729711, 5.719805], [6.847427, -2.229131, 6.899220], [8.097359, -1.131804, 6.343184], [-2.914359, -6.177445, -9.050556], [-2.041048, -5.613020, -8.065607], [-2.608596, -5.702706, -6.730340], [-3.675008, -4.647981, -6.376941], [-3.411935, -3.215933, -6.427267], [-2.098590, -2.773402, -6.127753], [-2.391769, -6.129406, -10.005908], [-3.924794, -5.768682, -9.056598], [-3.116388, -7.192517, -8.708639], [-1.753973, -5.512445, -6.081089], [-2.849551, -6.741752, -6.505802], [-4.107007, -4.844738, -5.395746], [-4.592507, -4.650953, -6.965397], [-2.122279, -1.687013, -6.213188], [-1.381662, -3.114091, -6.874789], [-1.695481, -3.106910, -5.171527], [0.360873, -6.102956, 2.314642], [-0.247932, -4.940387, 2.863876], [-0.744996, -4.097249, 1.920551], [-0.898652, -2.616259, 2.360350], [-1.659942, -2.386569, 3.461780], [-3.049524, -2.853955, 3.525894], [0.874350, -6.739158, 3.035536], [1.128011, -5.802331, 1.601027], [-0.449176, -6.755139, 1.988183], [-1.764055, -4.387959, 1.665369], [-0.189540, -3.970363, 0.991317], [-1.284389, -2.149084, 1.454239], [0.093040, -2.178985, 2.476273], [-3.088175, -3.942599, 3.564064], [-3.618753, -2.521381, 2.657867], [-3.558925, -2.573262, 4.447751], [-6.334239, 2.405295, 1.730928], [-5.226432, 2.155351, 0.896666], [-5.029891, 0.846171, 0.445807], [-4.030979, 0.707749, -0.651322], [-4.304870, 1.602688, -1.721455], [-5.464984, 1.181215, -2.472572], [-7.136145, 1.684452, 1.571457], [-6.866413, 3.331936, 1.515926], [-6.113438, 2.518239, 2.792343], [-5.963065, 0.497992, 0.003024], [-4.624990, 0.210596, 1.233331], [-3.848898, -0.327103, -0.941244], [-3.070734, 0.980455, -0.213536], [-5.642622, 0.108747, -2.552345], [-5.396829, 1.652258, -3.453167], [-6.339470, 1.724890, -2.115073], [-1.788217, 2.815691, -2.244546], [-2.498118, 2.269876, -1.906362], [-2.208276, 3.647650, -2.462791], [5.445202, 0.332276, -1.293028], [4.912330, 0.699042, -1.998549], [5.374201, 0.969682, -0.582458], [-1.382491, 2.726134, -5.076515], [-1.797431, 1.867947, -4.989580], [-1.948575, 3.317739, -4.580740], [4.800051, 1.958948, 1.124056], [4.920709, 1.142409, 1.608749], [4.305497, 2.521164, 1.720353], [4.325157, 2.414691, -3.373844], [3.482347, 2.409612, -2.920111], [4.102575, 2.280458, -4.295073], [2.384246, 4.993912, 1.235843], [3.088892, 4.707730, 1.817048], [1.704286, 5.319842, 1.825468]], "forces_ev_per_a": [[1.250, -0.348, 0.118], [-2.751, 8.736, 1.396], [2.128, -5.035, -0.150], [-0.893, -4.607, -2.088], [0.955, 1.248, 1.712], [0.014, 5.485, 1.344], [-0.638, -1.844, -0.664], [0.378, -0.930, -2.143], [0.110, -0.529, 0.884], [0.503, -0.610, 0.686], [-0.754, -1.402, -1.075], [0.370, -0.537, 0.149], [0.072, -0.286, 0.003], [1.802, 3.220, -2.687], [-0.759, -0.211, -0.322], [-1.676, -2.319, 1.791], [0.070, 0.559, -2.173], [0.657, 0.800, 0.628], [-0.231, -0.199, -0.158], [-0.059, -1.334, 0.704], [-1.494, 1.251, 0.531], [0.815, -0.731, -0.354], [0.002, -0.186, 0.110], [0.096, 0.324, 0.313], [-0.007, 0.005, -0.190], [-0.297, -0.780, 0.640], [0.271, -0.108, -0.621], [0.548, -1.033, 1.369], [2.677, 2.157, -2.801], [-2.801, -1.718, 0.701], [-1.556, -2.765, 2.714], [-0.611, 2.274, -0.878], [-0.383, -0.570, -0.182], [0.479, 0.037, 0.338], [0.410, -0.158, 0.350], [-0.286, 2.417, 0.596], [-0.181, -0.593, -0.123], [0.500, 0.167, 0.036], [0.103, 0.081, -0.029], [-0.121, -0.420, -0.167], [0.235, -0.027, 0.488], [0.623, 0.287, -0.593], [0.723, -0.803, -0.157], [-1.819, -0.722, -0.279], [0.384, 3.050, -0.432], [0.164, 0.432, 0.323], [3.106, -1.113, -0.240], [0.097, -0.343, 2.126], [-0.533, 0.859, -1.690], [-0.196, -0.047, -0.414], [0.864, -1.241, -0.066], [0.059, 0.401, 0.617], [-0.340, -0.299, 0.204], [-0.307, -0.026, 0.100], [0.292, 0.066, 0.201], [-1.119, -0.404, -0.409], [-0.887, -0.575, -0.413], [-0.148, 0.110, 0.121], [0.360, -0.144, 0.126], [0.913, -1.097, 2.034], [-0.425, 1.222, -1.609], [-0.802, 1.835, 1.857], [0.840, 0.078, -1.255], [0.219, 0.758, -1.007], [-0.271, -1.056, 0.721], [0.444, -0.393, -1.210], [0.190, 0.308, 0.295], [-0.349, -0.481, -0.441], [0.079, -0.058, 0.169], [-0.152, -0.341, 0.415], [-0.097, -0.283, 0.570], [-0.229, -0.486, -0.146], [0.022, -0.348, -0.383], [0.037, -0.126, 0.472], [-0.467, 0.611, -0.485], [0.457, -0.229, 1.445], [-1.368, 0.030, 0.316], [1.379, 1.469, -0.570], [-1.050, 1.148, -0.140], [0.075, -1.523, -0.077], [0.706, 0.070, -0.639], [-0.305, -0.035, 0.070], [0.089, 0.817, -0.316], [0.247, -0.691, -0.512], [0.156, 0.200, -0.030], [-0.826, -0.065, -0.087], [0.572, -0.420, 0.602], [0.131, -0.678, -0.671], [0.048, -0.095, 0.337], [0.107, -0.073, -0.082], [-0.282, 0.119, 0.327], [-0.395, 0.102, 0.387], [1.673, -1.084, 1.549], [-1.534, 2.314, -0.756], [0.855, -1.486, -1.694], [-2.353, 0.342, 2.622], [1.518, -0.383, -0.669], [0.006, 0.624, 0.723], [-0.363, -0.283, -0.560], [0.144, -0.049, -1.015], [-0.273, -0.466, -0.432], [0.453, -0.659, -0.128], [-0.388, 0.340, -0.220], [-0.051, 0.116, 0.547], [0.207, -0.253, -0.305], [-0.027, 0.180, -0.064], [0.573, 0.737, -0.021], [-0.646, -0.105, -0.204], [0.172, 0.930, 0.042], [-0.831, -0.670, 0.060], [1.239, 1.570, 0.503], [-0.622, -1.614, -0.581], [0.222, 1.844, -0.235], [0.101, -0.616, 0.211], [0.617, 0.468, -0.678], [0.484, -0.563, 0.115], [-0.517, -0.505, 0.546], [-0.519, -0.361, 0.398], [-0.616, -0.218, -0.317], [0.307, 0.494, -0.277], [0.316, 0.002, 0.167], [0.562, -0.493, -0.301], [-0.330, -0.434, 0.718], [0.129, 0.427, -0.307], [-0.193, -0.206, -0.002], [-0.150, 0.450, 0.289], [0.485, -0.562, 0.283], [-0.190, 0.296, -0.503], [-0.218, 0.366, 0.085], [0.019, 0.474, -0.238], [0.090, -0.358, -0.019], [-0.206, 0.028, 0.116], [0.435, 0.089, 0.030], [-0.012, -0.472, 0.149], [-0.337, 0.178, -0.136], [0.973, -0.004, 0.092], [-0.940, 0.286, 0.340], [-0.321, -0.175, -0.146], [0.444, 0.143, -0.032], [0.205, -0.088, 0.125], [-0.561, 0.155, -0.149]], "lowdin_charge": [0.679, -0.056, -0.452, -0.406, -0.165, -0.050, -0.318, -0.334, -0.076, -0.051, -0.065, 0.094, 0.079, -0.404, -0.199, -0.254, -0.560, 0.142, 0.123, 0.113, -0.250, -0.043, 0.069, 0.058, 0.074, 0.081, 0.128, 0.136, -0.476, -0.105, -0.244, -0.549, 0.098, 0.135, 0.082, -0.255, -0.085, 0.066, 0.064, 0.049, 0.088, 0.083, 0.112, -0.135, -0.204, -0.157, -0.183, -0.165, -0.117, 0.086, 0.082, 0.076, 0.110, 0.111, 0.116, 0.116, 0.092, 0.097, 0.076, -0.091, -0.189, -0.141, -0.172, -0.186, -0.148, 0.072, 0.073, 0.082, 0.129, 0.119, 0.113, 0.104, 0.078, 0.070, 0.087, -0.115, -0.182, -0.178, -0.188, -0.202, -0.105, 0.087, 0.072, 0.067, 0.123, 0.111, 0.107, 0.102, 0.088, 0.078, 0.088, -0.094, -0.164, -0.262, -0.231, -0.164, -0.063, 0.075, 0.095, 0.084, 0.111, 0.131, 0.119, 0.129, 0.071, 0.080, 0.078, -0.105, -0.166, -0.220, -0.210, -0.203, -0.070, 0.077, 0.077, 0.085, 0.113, 0.130, 0.134, 0.126, 0.096, 0.089, 0.081, -0.067, 0.011, 0.061, -0.068, -0.007, -0.019, -0.045, 0.031, 0.010, -0.028, 0.019, 0.025, -0.060, 0.000, 0.026, -0.039, 0.002, 0.009]}